1.
This record from OMol25 describes a molecular structure, C32H37IKN5O5STe in a non-equilibrium geometry. The level of theory is ωB97M-V with the def2-TZVPD basis set.

Results
**Total charge**: -2
**ΔE to the lowest compared entry with this formula, charge and spin**: 38.95 kcal per mole
**Frontier orbital gap**: 4.6 eV
**E_LUMO**: 0.136 Ha
**HOMO level**: -0.849 eV
**Energy**: -94029.0098 eV

Last column: Mulliken charge in e.
Atoms and positions in Å:
K 0.40 0.68 0.37  1.140
C 0.52 2.19 -3.97  -0.698
C 1.76 2.39 -3.16  0.562
N 2.59 3.35 -3.46  -0.761
C 3.72 3.52 -2.69  -0.653
C 4.06 2.69 -1.67  0.507
C 5.29 2.97 -0.83  -0.902
O 5.76 4.32 -0.93  -0.598
C 3.21 1.60 -1.33  0.237
C 3.67 0.55 -0.45  -0.965
N 2.91 -0.27 0.17  0.566
C 3.33 -1.50 0.64  -0.544
C 4.07 -2.38 -0.16  0.137
C 4.33 -3.68 0.25  -0.672
C 3.87 -4.14 1.47  -0.594
C 3.17 -3.27 2.31  -0.330
C 2.91 -1.98 1.89  -0.119
I 1.93 -0.66 3.19  0.121
C 1.96 1.47 -2.03  0.863
O 1.09 0.61 -1.76  -1.158
H 0.60 2.75 -4.90  0.386
H -0.36 2.54 -3.42  -0.065
H 0.35 1.13 -4.16  0.161
H 4.34 4.36 -2.97  0.493
H 6.13 2.35 -1.14  0.312
H 5.07 2.74 0.21  0.325
H 4.98 4.88 -0.86  0.345
H 4.76 0.43 -0.35  0.495
H 4.40 -2.03 -1.13  0.451
H 4.86 -4.35 -0.42  0.336
H 4.07 -5.16 1.79  0.347
H 2.80 -3.61 3.27  0.378
N -2.00 1.57 -0.59  -0.042
C -2.09 3.01 -0.86  -1.015
C -0.77 3.70 -0.53  0.497
C -0.50 3.59 1.00  0.176
O -1.20 4.32 1.73  -0.831
O 0.37 2.76 1.37  -0.813
H -1.24 1.16 -1.11  -0.346
H -2.84 1.08 -0.91  0.293
H -2.87 3.44 -0.22  0.418
H -2.36 3.21 -1.90  0.396
H -0.85 4.76 -0.78  0.487
H 0.04 3.24 -1.10  -0.481
Te -1.51 -1.77 -3.03  -0.367
C -2.44 -1.87 -4.92  -0.205
C -3.82 -1.64 -5.10  -0.331
C -4.42 -1.68 -6.35  -0.430
C -3.67 -1.96 -7.49  -0.385
C -2.31 -2.20 -7.34  -0.451
C -1.71 -2.16 -6.09  -0.281
H -4.42 -1.42 -4.22  0.294
H -5.49 -1.49 -6.44  0.311
H -4.14 -1.99 -8.47  0.326
H -1.71 -2.42 -8.22  0.309
H -0.65 -2.34 -5.99  0.305
O -1.30 -0.51 1.55  -0.397
S -2.54 0.29 1.87  0.423
C -3.37 -0.69 3.21  -0.530
C -3.43 0.18 4.46  -0.630
C -2.10 0.93 4.45  -0.682
C -2.03 1.56 3.07  -0.350
H -2.72 -1.56 3.35  -0.013
H -4.35 -1.02 2.84  0.409
H -3.58 -0.41 5.37  0.367
H -4.25 0.89 4.39  0.283
H -1.28 0.22 4.57  0.127
H -2.03 1.68 5.25  0.433
H -1.04 1.90 2.77  0.093
H -2.71 2.41 2.96  0.540
N -0.49 -3.35 2.11  -0.396
C -0.05 -3.77 0.86  0.331
C -0.14 -5.11 0.47  -0.860
C 0.38 -5.47 -0.76  -0.347
C 0.95 -4.50 -1.56  -1.292
C 0.98 -3.20 -1.09  -0.294
N 0.51 -2.83 0.10  0.730
H -1.28 -3.87 2.47  0.313
H -0.64 -2.34 2.13  0.016
H -0.60 -5.84 1.13  0.383
H 0.33 -6.50 -1.09  0.364
H 1.35 -4.73 -2.54  0.472
H 1.41 -2.40 -1.68  0.570

2.
This record from OMol25 describes a molecular structure, C32H37IKN5O5STe in a non-equilibrium geometry. The level of theory is ωB97M-V with the def2-TZVPD basis set.

Results
**Total charge**: -2
**ΔE to the lowest compared entry with this formula, charge and spin**: 37.86 kcal per mole
**Frontier orbital gap**: 4.4 eV
**E_LUMO**: 0.135 Ha
**HOMO level**: -0.717 eV
**Energy**: -94029.0569 eV

Last column: Mulliken charge in e.
Atoms and positions in Å:
K -1.15 -0.46 -0.50  1.052
C -1.37 2.14 -3.58  -0.603
C -0.52 1.04 -4.14  0.547
N -0.53 0.80 -5.42  -0.768
C 0.27 -0.20 -5.93  -1.137
C 1.12 -0.94 -5.17  0.839
C 1.96 -2.01 -5.81  -0.683
O 1.70 -3.33 -5.30  -0.578
C 1.15 -0.72 -3.77  1.382
C 2.13 -1.37 -2.91  -1.582
N 1.91 -1.62 -1.68  0.150
C 2.93 -1.88 -0.77  0.000
C 4.10 -1.12 -0.71  0.111
C 5.03 -1.32 0.30  -0.760
C 4.82 -2.28 1.28  -0.569
C 3.66 -3.05 1.24  -0.282
C 2.74 -2.85 0.23  -0.316
I 1.00 -3.99 0.11  0.037
C 0.30 0.27 -3.18  0.060
O 0.29 0.52 -1.96  -0.638
H -1.90 2.63 -4.40  0.327
H -0.76 2.85 -3.03  0.077
H -2.08 1.75 -2.84  0.007
H 0.19 -0.37 -7.00  0.272
H 3.02 -1.78 -5.69  0.251
H 1.74 -2.06 -6.87  0.381
H 1.56 -3.26 -4.35  0.449
H 3.11 -1.62 -3.34  0.477
H 4.23 -0.33 -1.44  0.489
H 5.92 -0.71 0.33  0.332
H 5.54 -2.43 2.07  0.375
H 3.47 -3.80 1.99  0.401
N -1.92 -2.37 -2.23  -0.386
C -3.39 -2.36 -2.42  -0.819
C -3.93 -0.93 -2.40  -0.326
C -3.93 -0.35 -0.96  0.604
O -4.70 -0.92 -0.15  -0.809
O -3.17 0.63 -0.75  -0.708
H -1.48 -1.83 -2.98  -0.006
H -1.55 -3.31 -2.28  0.194
H -3.84 -2.91 -1.60  0.383
H -3.69 -2.85 -3.35  0.392
H -4.96 -0.94 -2.75  0.431
H -3.33 -0.29 -3.05  0.017
Te 0.49 2.80 -0.15  -0.376
C 0.52 4.54 1.09  -0.199
C 0.86 5.80 0.57  -0.322
C 0.87 6.95 1.36  -0.489
C 0.55 6.89 2.71  -0.354
C 0.21 5.65 3.25  -0.572
C 0.19 4.51 2.46  -0.059
H 1.12 5.87 -0.48  0.296
H 1.14 7.90 0.91  0.308
H 0.56 7.78 3.32  0.324
H -0.06 5.58 4.30  0.332
H -0.08 3.56 2.90  0.195
O -1.76 -1.77 1.34  -0.606
S -2.03 -1.06 2.65  0.358
C -3.81 -1.32 3.03  -0.792
C -4.53 0.02 2.91  -0.427
C -3.48 1.08 3.21  -0.782
C -2.30 0.72 2.33  0.476
H -3.84 -1.73 4.04  0.419
H -4.16 -2.06 2.31  0.276
H -5.40 0.07 3.57  0.390
H -4.86 0.12 1.88  0.155
H -3.19 1.06 4.27  0.315
H -3.84 2.09 2.99  0.375
H -1.37 1.26 2.55  -0.158
H -2.55 0.83 1.26  -0.203
N 0.38 -3.06 3.65  -0.451
C 1.26 -1.99 3.58  0.427
C 2.39 -1.91 4.41  -0.883
C 3.20 -0.80 4.30  -0.155
C 2.89 0.20 3.39  -0.997
C 1.75 0.03 2.62  -0.144
N 0.94 -1.03 2.71  0.476
H 0.80 -3.94 3.90  0.298
H -0.21 -3.11 2.84  0.094
H 2.61 -2.71 5.11  0.373
H 4.09 -0.71 4.92  0.370
H 3.50 1.08 3.26  0.499
H 1.47 0.78 1.87  0.151

3.
This record from OMol25 describes a single C32H37N5O3 molecule. The level of theory is ωB97M-V with the def2-TZVPD basis set.

Results
**ΔE to the lowest compared entry with this formula, charge and spin**: 0.00 kcal per mole
**Frontier orbital gap**: 8.7 eV
**E_LUMO**: 0.021 Ha
**HOMO level**: -8.104 eV
**SMILES**: Cc1cc(C)c(CNC(=O)c2cc(-c3ccc(CN4CCOCC4)cc3)cc3c2cnn3C2CCCC2)c(=O)[nH]1
**Energy**: -47379.0683 eV

Last column: Mulliken charge in e.
Atoms and positions in Å:
C 1.56 5.43 -4.96  -1.474
C 2.13 4.06 -4.77  0.270
C 2.11 3.08 -5.71  -0.750
C 2.63 1.79 -5.42  1.637
C 3.19 1.55 -4.20  0.457
C 3.23 2.58 -3.18  0.198
O 3.66 2.45 -2.04  -0.783
N 2.69 3.80 -3.56  0.025
H 2.69 4.51 -2.85  0.261
C 3.65 0.19 -3.72  -1.313
N 2.86 -0.18 -2.56  -0.166
C 1.53 -0.38 -2.73  -0.011
O 1.03 -0.65 -3.81  -0.637
C 0.74 -0.19 -1.48  0.672
C 0.91 -0.95 -0.35  -0.955
C 0.16 -0.71 0.83  0.502
C -0.75 0.33 0.88  -1.023
C -0.91 1.12 -0.25  0.009
N -1.68 2.21 -0.50  0.528
N -1.50 2.65 -1.75  -0.966
C -0.62 1.87 -2.33  -0.904
C -0.19 0.86 -1.44  0.613
H -0.32 2.04 -3.35  0.819
C -2.63 2.82 0.39  -0.160
H -2.26 2.67 1.40  0.403
C -2.80 4.32 0.09  -0.998
H -2.00 4.68 -0.55  0.378
C -4.17 4.45 -0.57  -0.628
C -5.00 3.38 0.14  -0.669
H -5.92 3.14 -0.38  0.378
C -4.04 2.20 0.21  -0.762
H -4.28 1.51 1.02  0.312
H -4.06 1.65 -0.73  0.338
H -5.25 3.72 1.15  0.291
H -4.59 5.45 -0.47  0.404
H -4.09 4.20 -1.63  0.272
H -2.78 4.88 1.03  0.356
H -1.34 0.50 1.77  0.771
C 0.35 -1.58 2.00  0.103
C 0.54 -2.95 1.85  -0.887
C 0.67 -3.77 2.96  -0.422
C 0.60 -3.25 4.25  1.049
C 0.43 -1.87 4.39  -0.393
C 0.31 -1.05 3.29  -0.808
H 0.21 0.01 3.43  0.574
H 0.40 -1.44 5.38  0.383
C 0.59 -4.15 5.45  -1.981
N -0.72 -4.68 5.79  0.091
C -1.71 -3.66 6.09  -0.340
C -2.97 -4.34 6.62  -0.743
O -3.50 -5.25 5.68  -0.392
C -2.54 -6.23 5.36  -0.753
C -1.26 -5.60 4.80  -0.384
H -0.53 -6.38 4.59  0.369
H -1.51 -5.08 3.85  0.285
H -3.00 -6.89 4.63  0.358
H -2.28 -6.81 6.26  0.371
H -3.76 -3.60 6.80  0.358
H -2.73 -4.86 7.56  0.369
H -1.30 -2.99 6.86  0.365
H -1.97 -3.06 5.20  0.231
H 1.25 -5.01 5.28  0.501
H 0.95 -3.61 6.33  0.464
H 0.82 -4.83 2.82  0.418
H 0.57 -3.38 0.86  0.541
H 1.64 -1.74 -0.35  0.748
H 3.15 0.29 -1.71  0.373
H 3.52 -0.57 -4.49  0.406
H 4.70 0.23 -3.41  0.406
C 2.50 0.71 -6.45  -1.813
H 3.47 0.29 -6.69  0.374
H 1.86 -0.08 -6.06  0.307
H 2.06 1.10 -7.36  0.398
H 1.66 3.27 -6.67  0.329
H 1.21 5.56 -5.98  0.356
H 2.31 6.19 -4.75  0.368
H 0.72 5.58 -4.28  0.327

4.
This record from OMol25 describes a molecular structure, C32H37N6RuS. The level of theory is ωB97M-V with the def2-TZVPD basis set.

Results
**Total charge**: +2
**Frontier orbital gap (alpha / beta)**: 8.5 / 6.8 eV
**E_LUMO (alpha / beta)**: -0.180 / -0.263 Ha
**HOMO level (alpha / beta)**: -13.369 / -13.933 eV
**Energy**: -56126.9598 eV
**Spin multiplicity**: 6

Last column: Mulliken charge in e.
Atoms and positions in Å:
Ru -0.70 0.08 -0.73  0.369
C 0.69 0.46 -3.62  -1.249
C -0.43 -0.30 -4.34  -0.885
C -0.82 -1.62 -3.72  0.400
C -0.82 -2.76 -4.53  -0.983
C -1.22 -3.97 -4.00  -0.473
C -1.64 -4.01 -2.68  -1.047
C -1.62 -2.84 -1.95  -0.325
N -1.19 -1.68 -2.45  0.688
N 0.29 1.43 -2.57  1.301
C -0.72 2.37 -3.05  -1.221
C -2.15 1.89 -2.92  0.101
C -3.17 2.53 -3.62  -1.182
C -4.48 2.16 -3.38  -0.436
C -4.73 1.13 -2.49  -1.067
C -3.66 0.52 -1.86  -0.330
N -2.41 0.92 -2.05  1.124
C 1.51 2.15 -2.16  -1.654
C 2.19 1.50 -0.98  0.855
C 3.58 1.46 -0.87  -0.977
C 4.14 1.03 0.32  -0.642
C 3.30 0.64 1.36  -1.255
C 1.94 0.66 1.14  -0.329
N 1.38 1.07 -0.01  0.983
H 1.25 1.01 -4.39  0.509
H 1.38 -0.26 -3.15  0.482
H -0.07 -0.51 -5.35  0.534
H -1.32 0.32 -4.44  0.420
H -0.52 -2.68 -5.56  0.475
H -1.21 -4.86 -4.61  0.435
H -1.98 -4.93 -2.22  0.477
H -1.96 -2.82 -0.92  0.570
H -0.53 2.66 -4.10  0.316
H -0.65 3.28 -2.45  0.653
H -2.93 3.32 -4.31  0.527
H -5.29 2.67 -3.88  0.462
H -5.74 0.80 -2.28  0.470
H -3.80 -0.30 -1.17  0.523
H 1.25 3.16 -1.84  0.442
H 2.22 2.26 -2.99  0.378
H 4.20 1.79 -1.69  0.501
H 5.21 1.00 0.44  0.470
H 3.69 0.33 2.31  0.548
H 1.25 0.34 1.91  0.600
N -0.61 2.90 1.39  -0.213
C -1.27 1.89 1.97  0.444
S -2.43 1.05 1.04  -0.440
N -1.04 1.54 3.23  -0.067
C 0.00 2.05 4.06  0.154
C 0.23 3.41 4.19  -0.413
C 1.31 3.86 4.93  -0.651
C 2.15 2.95 5.56  -0.550
C 1.89 1.59 5.47  -0.651
C 0.82 1.14 4.72  -0.325
H -0.87 3.15 0.45  0.058
H 0.05 3.45 1.90  0.278
H -1.55 0.74 3.57  0.326
H -0.45 4.14 3.77  0.680
H 1.50 4.91 5.02  0.439
H 2.98 3.30 6.15  0.452
H 2.52 0.88 5.97  0.444
H 0.62 0.08 4.63  0.408
C 1.65 -2.89 3.11  -1.394
C 0.61 -3.47 2.14  1.928
C -0.54 -4.11 2.93  -1.561
C 1.27 -4.54 1.25  -1.593
C 0.12 -2.42 1.27  0.367
C -0.22 -1.53 0.48  -0.986
H 2.09 -3.70 3.68  0.484
H 1.18 -2.20 3.81  0.153
H 2.43 -2.37 2.57  0.313
H -0.14 -4.92 3.53  0.413
H -1.30 -4.51 2.27  0.388
H -1.01 -3.39 3.60  0.372
H 1.65 -5.34 1.89  0.437
H 2.10 -4.11 0.69  0.379
H 0.56 -4.96 0.55  0.371

5.
This record from OMol25 describes a molecular structure, C32H37N8O2STi. The level of theory is ωB97M-V with the def2-TZVPD basis set.

Results
**Total charge**: +1
**ΔE to the lowest compared entry with this formula, charge and spin**: 0.00 kcal per mole
**Frontier orbital gap (alpha / beta)**: 5.6 / 7.4 eV
**E_LUMO (alpha / beta)**: -0.095 / -0.100 Ha
**HOMO level (alpha / beta)**: -8.143 / -10.150 eV
**Energy**: -83749.0522 eV
**Spin multiplicity**: 3

Last column: Mulliken charge in e.
Atoms and positions in Å:
Ti -1.01 -0.53 0.36  -0.355
C -0.46 2.64 -5.90  -1.673
C -0.40 2.26 -4.44  0.449
C 0.77 2.45 -3.70  -0.365
C 0.80 2.10 -2.36  -0.440
C 1.88 2.32 -1.39  -0.749
N 2.92 1.60 -1.25  0.147
C 3.26 0.39 -2.03  0.164
C 4.73 0.00 -1.83  -0.942
C 4.95 -1.16 -0.85  -0.918
N 4.65 -0.81 0.53  -0.139
C 3.34 -0.70 0.92  -1.065
C 2.83 0.19 1.85  0.874
C 3.58 1.14 2.59  -0.680
C 2.98 2.09 3.41  0.212
C 3.83 3.02 4.24  -1.814
C 1.61 2.15 3.47  -1.025
C 0.79 1.26 2.73  1.713
C -0.63 1.46 2.72  -0.862
N -1.50 0.88 1.96  0.782
C -2.88 1.38 2.06  -1.259
C -3.92 0.37 1.58  -0.300
C -4.07 0.31 0.05  -1.188
N -2.77 0.48 -0.59  0.548
C -2.73 1.02 -1.75  -0.746
C -1.50 1.39 -2.44  1.049
C -1.52 1.76 -3.79  -0.946
C -0.31 1.52 -1.71  0.814
O -0.14 1.18 -0.47  -0.718
C 1.39 0.24 1.97  0.106
O 0.69 -0.64 1.32  -0.160
H 0.53 2.76 -6.32  0.382
H -1.01 3.57 -6.04  0.327
H -0.98 1.87 -6.48  0.387
H 1.64 2.88 -4.18  0.505
H 1.76 3.11 -0.64  0.487
H 3.51 1.78 -0.45  0.400
H 3.01 0.57 -3.07  0.673
H 2.58 -0.39 -1.67  -0.333
H 5.29 0.86 -1.46  0.362
H 5.17 -0.25 -2.80  0.357
H 5.98 -1.50 -0.91  0.442
H 4.31 -2.01 -1.12  0.386
H 5.30 -0.16 0.96  0.286
H 2.65 -1.38 0.43  0.662
H 4.67 1.11 2.55  0.312
H 4.82 3.16 3.80  0.399
H 3.97 2.63 5.25  0.314
H 3.36 4.00 4.34  0.394
H 1.13 2.91 4.08  0.463
H -0.99 2.24 3.40  0.367
H -2.96 2.29 1.45  0.316
H -3.10 1.67 3.09  0.710
H -4.89 0.64 2.00  0.506
H -3.67 -0.61 1.98  -0.022
H -4.76 1.08 -0.29  0.577
H -4.48 -0.66 -0.24  0.241
H -3.66 1.28 -2.27  0.326
H -2.44 1.65 -4.34  0.487
C -3.60 -4.26 -0.40  -2.065
C -2.77 -3.15 0.16  0.336
N -2.23 -2.23 -0.54  1.531
N -2.40 -2.25 -1.90  -1.794
C -1.28 -1.97 -2.51  0.231
N -1.31 -1.89 -3.87  -0.323
S 0.22 -1.66 -1.69  -0.479
C -2.45 -3.09 1.59  0.758
C -2.90 -4.03 2.51  -0.939
C -2.49 -3.94 3.83  -0.625
C -1.63 -2.91 4.19  -1.010
C -1.23 -2.01 3.22  -0.169
N -1.63 -2.09 1.95  0.908
H -3.74 -4.12 -1.46  0.442
H -4.58 -4.28 0.09  0.384
H -3.12 -5.22 -0.22  0.381
H -2.10 -2.31 -4.33  0.276
H -0.43 -1.91 -4.34  0.243
H -3.56 -4.83 2.19  0.477
H -2.83 -4.66 4.56  0.431
H -1.27 -2.81 5.21  0.494
H -0.55 -1.20 3.46  0.285

6.
This record from OMol25 describes a molecular structure, C32H38AsCsN4O. The level of theory is ωB97M-V with the def2-TZVPD basis set.

Results
**ΔE to the lowest compared entry with this formula, charge and spin**: 0.00 kcal per mole
**Frontier orbital gap**: 6.6 eV
**E_LUMO**: -0.001 Ha
**HOMO level**: -6.589 eV
**Energy**: -103194.9677 eV

Last column: Mulliken charge in e.
Atoms and positions in Å:
Cs -0.11 -0.16 -0.93  1.375
C -1.11 0.09 2.95  -1.004
C -1.67 1.31 2.23  -0.965
N -2.31 1.01 0.96  0.035
C -3.52 0.22 0.98  -1.155
C -3.30 -1.28 1.13  0.561
C -4.23 -2.01 1.87  -0.798
C -4.04 -3.36 2.05  -0.572
C -2.89 -3.94 1.54  -0.742
C -2.01 -3.15 0.81  0.577
C -0.72 -3.80 0.31  -1.164
N 0.47 -2.99 0.46  0.030
C 1.02 -2.82 1.79  -0.816
C 0.19 -1.94 2.72  -0.937
N -0.07 -0.61 2.22  1.053
N -2.24 -1.86 0.57  0.255
H -1.92 -0.62 3.12  0.409
H -0.78 0.41 3.95  0.493
H -0.86 2.02 2.03  0.376
H -2.37 1.79 2.94  0.327
H -2.43 1.86 0.43  0.250
H -4.04 0.39 0.03  0.394
H -4.21 0.52 1.78  0.310
H -5.09 -1.50 2.30  0.385
H -4.75 -3.95 2.62  0.427
H -2.67 -4.99 1.71  0.373
H -0.84 -4.02 -0.76  0.360
H -0.64 -4.76 0.83  0.343
H 1.19 -3.28 -0.18  0.276
H 2.01 -2.37 1.67  0.221
H 1.16 -3.78 2.30  0.314
H 0.68 -1.95 3.71  0.484
H -0.79 -2.42 2.87  0.341
H 0.78 -0.06 2.17  -0.582
C -0.03 3.97 -1.36  -1.427
C 1.29 3.31 -1.80  1.100
C 1.47 3.47 -3.31  -1.359
O 1.33 2.00 -1.41  -0.563
H -0.08 5.03 -1.65  0.387
H -0.11 3.91 -0.27  0.271
H -0.88 3.45 -1.80  0.267
H 2.10 3.90 -1.32  -0.250
H 0.66 2.94 -3.83  0.315
H 2.42 3.03 -3.62  0.189
H 1.46 4.52 -3.62  0.357
C 7.35 -2.11 0.91  -0.472
C 6.38 -1.70 1.82  -0.740
C 5.27 -0.98 1.38  -0.103
C 5.12 -0.66 0.04  0.331
C 6.09 -1.07 -0.86  -0.203
C 7.20 -1.79 -0.43  -0.643
As 3.47 0.25 -0.57  0.045
C 4.30 1.43 -1.87  0.032
C 4.62 1.14 -3.19  -0.403
C 5.20 2.12 -3.98  -0.789
C 5.43 3.39 -3.46  -0.735
C 5.10 3.68 -2.15  -0.518
C 4.53 2.70 -1.34  0.304
C 4.11 2.88 0.06  -0.214
C 4.22 4.06 0.79  -0.199
C 3.77 4.10 2.11  -0.963
C 3.23 2.97 2.70  -0.866
C 3.12 1.79 1.97  -0.048
C 3.55 1.75 0.66  1.069
H 8.21 -2.67 1.25  0.371
H 6.49 -1.93 2.87  0.396
H 4.54 -0.66 2.11  0.207
H 6.00 -0.82 -1.91  0.233
H 7.95 -2.10 -1.15  0.394
H 4.41 0.16 -3.60  0.481
H 5.45 1.90 -5.01  0.371
H 5.87 4.15 -4.09  0.390
H 5.27 4.68 -1.76  0.373
H 4.63 4.95 0.34  0.386
H 3.85 5.02 2.67  0.388
H 2.89 3.00 3.73  0.436
H 2.70 0.91 2.45  0.166

- The lowest energy belongs to which entry?
  C32H38AsCsN4O